Entry 1:
{
  "formula": "C53H40ILaN5O4Se",
  "method": "wB97M-V/def2-TZVPD",
  "charge": -1,
  "homo_energy_ev": [-3.96, -3.96],
  "lumo_energy_ev": [1.40, 1.40],
  "homo_lumo_gap_ev": [5.36, 5.36],
  "spin_multiplicity": 1,
  "species": ["La", "C", "O", "C", "C", "C", "C", "C", "C", "C", "C", "C", "C", "C", "N", "C", "C", "C", "C", "C", "C", "C", "C", "C", "C", "O", "C", "C", "C", "C", "N", "C", "C", "C", "C", "C", "C", "O", "C", "C", "C", "C", "C", "C", "C", "N", "C", "C", "N", "C", "C", "C", "C", "O", "C", "C", "C", "H", "H", "H", "H", "H", "H", "H", "H", "H", "H", "H", "H", "H", "H", "H", "H", "H", "H", "H", "H", "H", "H", "H", "H", "H", "H", "H", "H", "H", "H", "H", "H", "H", "H", "H", "H", "Se", "I", "C", "C", "C", "C", "N", "C", "H", "H", "H", "H"],
  "coordinates": [[0.047, -1.123, -0.331], [-6.456, 0.890, 7.808], [-6.689, 0.161, 6.599], [-5.836, 0.316, 5.519], [-5.007, 1.454, 5.318], [-3.987, 1.364, 4.390], [-3.812, 0.238, 3.543], [-4.841, -0.773, 3.630], [-5.834, -0.682, 4.550], [-2.620, 0.019, 2.592], [-1.536, -0.837, 2.942], [-1.430, -1.778, 4.085], [-0.270, -2.527, 3.887], [0.337, -2.081, 2.655], [-0.445, -1.055, 2.141], [1.587, -2.463, 1.982], [2.547, -1.335, 1.721], [3.480, -0.661, 2.620], [4.003, 0.408, 1.836], [3.387, 0.355, 0.520], [3.346, 1.373, -0.494], [4.519, 2.295, -0.600], [5.831, 1.902, -0.085], [6.865, 2.844, 0.029], [6.635, 4.177, -0.421], [7.664, 5.014, -0.114], [7.505, 6.440, -0.042], [5.432, 4.534, -1.035], [4.391, 3.639, -1.000], [2.218, 1.588, -1.363], [0.868, 1.292, -1.078], [0.072, 1.881, -2.012], [-1.396, 1.678, -2.031], [-2.295, 2.581, -2.895], [-2.033, 3.905, -3.279], [-2.798, 4.471, -4.285], [-3.820, 3.810, -4.989], [-4.618, 4.328, -5.948], [-4.056, 5.040, -7.066], [-4.131, 2.570, -4.406], [-3.501, 1.994, -3.328], [-2.137, 1.462, -0.786], [-3.190, 2.272, -0.307], [-3.440, 1.859, 1.024], [-2.629, 0.738, 1.355], [-1.919, 0.467, 0.135], [0.849, 2.518, -3.011], [2.184, 2.289, -2.636], [2.622, -0.787, 0.488], [1.666, -3.544, 1.034], [2.583, -3.650, -0.151], [2.086, -4.953, -1.956], [0.881, -5.853, -2.226], [1.011, -6.736, -3.272], [0.351, -7.959, -3.254], [-0.126, -5.642, -1.397], [-0.147, -4.368, -0.530], [-7.376, 1.500, 8.024], [-6.436, 0.191, 8.673], [-5.554, 1.462, 7.739], [-5.084, 2.342, 5.956], [-3.282, 2.204, 4.337], [-4.737, -1.646, 2.960], [-6.543, -1.491, 4.702], [-2.167, -1.845, 4.871], [0.046, -3.432, 4.408], [3.721, -0.913, 3.668], [4.695, 1.217, 2.128], [6.020, 0.923, 0.299], [7.871, 2.619, 0.351], [8.165, 6.840, 0.709], [7.776, 6.912, -1.005], [6.497, 6.751, 0.242], [5.352, 5.526, -1.462], [3.407, 4.021, -1.327], [-1.256, 4.471, -2.820], [-2.430, 5.510, -4.571], [-4.893, 5.557, -7.569], [-3.359, 5.771, -6.736], [-3.582, 4.327, -7.772], [-4.991, 2.028, -4.875], [-3.797, 1.018, -2.918], [-3.682, 3.136, -0.722], [-4.216, 2.216, 1.710], [0.531, 3.035, -3.925], [3.054, 2.736, -3.115], [3.363, -2.901, -0.184], [2.753, -4.807, -2.792], [0.692, -8.563, -2.382], [-0.737, -7.874, -3.215], [0.631, -8.428, -4.203], [-0.970, -6.308, -1.333], [-1.142, -4.084, -0.373], [-1.316, -0.114, -3.074], [0.241, -7.212, 2.218], [1.307, -5.935, 0.932], [2.518, -6.173, 0.331], [2.968, -5.117, -0.614], [1.746, -3.502, -1.493], [0.400, -3.259, -1.340], [0.598, -4.551, 0.799], [3.117, -7.106, 0.285], [3.942, -5.214, -1.064], [2.311, -2.762, -2.086], [-0.143, -4.431, 1.556]]
}

***

Entry 2:
{
  "formula": "C53H41HoOP2S",
  "method": "wB97M-V/def2-TZVPD",
  "charge": 2,
  "homo_energy_ev": [-12.69, -12.69],
  "lumo_energy_ev": [-5.46, -5.45],
  "homo_lumo_gap_ev": [7.24, 7.24],
  "spin_multiplicity": 5,
  "species": ["Ho", "O", "S", "C", "C", "C", "C", "C", "C", "C", "C", "C", "C", "P", "C", "C", "C", "C", "C", "C", "C", "C", "C", "C", "C", "C", "C", "C", "C", "C", "C", "C", "C", "C", "C", "C", "C", "C", "P", "C", "C", "C", "C", "C", "C", "C", "C", "C", "C", "C", "C", "C", "C", "H", "H", "H", "H", "H", "H", "H", "H", "H", "H", "H", "H", "H", "H", "H", "H", "H", "H", "H", "H", "H", "H", "H", "H", "H", "H", "H", "H", "H", "H", "H", "H", "H", "H", "H", "H", "C", "C", "C", "C", "C", "H", "H", "H", "H", "H"],
  "coordinates": [[-0.609, -1.713, 1.312], [-0.432, 0.373, 1.724], [0.614, 0.796, 0.416], [-0.098, 2.319, -0.168], [0.864, 3.257, -0.559], [0.539, 4.566, -0.847], [-0.812, 4.919, -0.951], [-1.475, 6.238, -1.183], [-3.001, 5.900, -1.194], [-3.135, 4.412, -0.914], [-4.222, 3.552, -0.798], [-3.980, 2.182, -0.541], [-2.648, 1.626, -0.407], [-2.710, -0.214, -0.280], [-4.104, -0.485, 0.846], [-4.134, 0.259, 2.015], [-5.251, 0.226, 2.869], [-6.285, -0.612, 2.594], [-6.195, -1.483, 1.517], [-5.158, -1.416, 0.633], [-3.231, -0.706, -1.920], [-3.149, -2.088, -2.252], [-3.830, -2.544, -3.396], [-4.414, -1.647, -4.301], [-4.312, -0.299, -4.040], [-3.674, 0.194, -2.904], [-1.503, 2.519, -0.470], [-1.824, 3.889, -0.742], [2.001, 1.326, 1.381], [1.914, 2.439, 2.223], [2.962, 2.826, 3.092], [4.136, 2.080, 3.104], [5.493, 2.364, 3.716], [6.363, 1.155, 3.234], [5.465, 0.365, 2.279], [5.748, -0.721, 1.462], [4.719, -1.266, 0.678], [3.408, -0.727, 0.653], [2.096, -1.598, -0.296], [2.220, -0.625, -1.816], [3.195, 0.339, -2.119], [3.155, 0.984, -3.318], [2.219, 0.663, -4.322], [1.250, -0.265, -4.009], [1.208, -0.863, -2.747], [2.678, -3.268, -0.627], [2.987, -4.079, 0.513], [3.485, -5.372, 0.357], [3.653, -5.888, -0.929], [3.389, -5.104, -2.046], [2.896, -3.803, -1.900], [3.134, 0.486, 1.384], [4.183, 0.929, 2.229], [1.946, 2.929, -0.568], [1.337, 5.288, -1.032], [-1.116, 6.719, -2.114], [-1.205, 6.923, -0.315], [-3.460, 6.164, -2.155], [-3.506, 6.517, -0.422], [-5.232, 3.966, -0.860], [-4.819, 1.490, -0.471], [-3.314, 0.906, 2.258], [-5.286, 0.919, 3.695], [-7.175, -0.560, 3.166], [-6.900, -2.308, 1.361], [-5.166, -2.123, -0.198], [-2.766, -2.799, -1.529], [-3.875, -3.638, -3.632], [-4.793, -1.967, -5.242], [-4.637, 0.396, -4.785], [-3.494, 1.246, -2.877], [1.006, 3.016, 2.140], [2.834, 3.694, 3.717], [5.380, 2.365, 4.838], [5.881, 3.385, 3.507], [6.708, 0.552, 4.098], [7.255, 1.497, 2.691], [6.768, -1.138, 1.381], [4.974, -2.143, 0.038], [3.945, 0.610, -1.415], [3.927, 1.725, -3.562], [2.242, 1.150, -5.285], [0.542, -0.673, -4.734], [0.441, -1.604, -2.589], [2.899, -3.661, 1.520], [3.763, -5.929, 1.252], [4.025, -6.881, -1.113], [3.476, -5.538, -3.066], [2.688, -3.203, -2.778], [-2.244, -3.250, 2.312], [-1.272, -4.045, 1.698], [-0.061, -3.910, 2.460], [-0.238, -2.859, 3.381], [-1.589, -2.419, 3.260], [-3.314, -3.327, 2.153], [-1.466, -4.881, 1.028], [0.816, -4.530, 2.352], [0.403, -2.591, 4.179], [-2.113, -1.877, 4.018]]
}

***

Entry 3:
{
  "formula": "C53H42IrN6O4S",
  "method": "wB97M-V/def2-TZVPD",
  "charge": 2,
  "de_lowest_ev": 11.031,
  "homo_energy_ev": [-12.10, -12.07],
  "lumo_energy_ev": [-6.72, -6.82],
  "homo_lumo_gap_ev": [5.39, 5.26],
  "spin_multiplicity": 2,
  "species": ["Ir", "C", "O", "C", "C", "C", "C", "C", "C", "C", "C", "C", "C", "C", "N", "C", "C", "C", "C", "C", "C", "C", "C", "C", "C", "O", "C", "C", "C", "C", "N", "C", "C", "C", "C", "C", "C", "O", "C", "C", "C", "C", "C", "C", "C", "N", "C", "C", "N", "C", "C", "C", "C", "O", "C", "C", "C", "H", "H", "H", "H", "H", "H", "H", "H", "H", "H", "H", "H", "H", "H", "H", "H", "H", "H", "H", "H", "H", "H", "H", "H", "H", "H", "H", "H", "H", "H", "H", "H", "H", "H", "H", "H", "S", "C", "C", "N", "C", "H", "H", "H", "C", "C", "N", "H", "H", "H"],
  "coordinates": [[-0.730, -0.008, 0.291], [-5.747, 7.639, 2.765], [-4.600, 7.846, 1.948], [-3.887, 6.770, 1.568], [-4.189, 5.456, 1.922], [-3.383, 4.424, 1.460], [-2.274, 4.676, 0.666], [-1.987, 5.997, 0.314], [-2.780, 7.034, 0.757], [-1.425, 3.558, 0.158], [-2.098, 2.620, -0.747], [-3.140, 3.061, -1.622], [-3.644, 1.947, -2.201], [-2.915, 0.820, -1.675], [-1.934, 1.307, -0.780], [-3.143, -0.476, -2.063], [-2.271, -1.593, -1.744], [-2.352, -2.911, -2.201], [-1.230, -3.572, -1.722], [-0.505, -2.659, -0.938], [0.591, -3.056, -0.088], [1.533, -4.009, -0.566], [1.648, -4.274, -1.956], [2.573, -5.148, -2.466], [3.467, -5.789, -1.593], [4.402, -6.638, -1.969], [4.588, -6.923, -3.365], [3.410, -5.518, -0.209], [2.485, -4.648, 0.281], [0.652, -2.524, 1.277], [0.114, -1.348, 1.387], [1.106, -0.323, 3.207], [1.656, 1.108, 3.188], [2.123, 1.578, 4.554], [3.361, 2.132, 4.878], [3.624, 2.560, 6.163], [2.651, 2.460, 7.160], [3.006, 2.906, 8.374], [2.059, 2.799, 9.435], [1.406, 1.916, 6.846], [1.160, 1.482, 5.551], [1.000, 2.188, 2.437], [1.239, 3.617, 2.618], [0.636, 4.451, 1.421], [-0.155, 3.550, 0.545], [1.047, 2.783, 0.130], [1.331, -2.717, 3.649], [0.925, -3.282, 2.516], [-1.176, -1.445, -0.955], [-4.339, -0.768, -2.870], [-5.599, -0.405, -2.402], [-6.748, -0.676, -3.131], [-6.639, -1.303, -4.368], [-7.676, -1.610, -5.162], [-8.987, -1.264, -4.722], [-5.376, -1.651, -4.865], [-4.249, -1.398, -4.121], [-6.161, 8.624, 2.950], [-5.472, 7.175, 3.715], [-6.487, 7.023, 2.249], [-5.041, 5.228, 2.544], [-3.633, 3.403, 1.730], [-1.142, 6.213, -0.331], [-2.572, 8.059, 0.482], [-3.425, 4.087, -1.783], [-4.415, 1.886, -2.951], [-3.147, -3.338, -2.786], [-0.985, -4.612, -1.860], [1.013, -3.744, -2.650], [2.618, -5.317, -3.531], [5.500, -7.507, -3.419], [4.706, -5.999, -3.930], [3.747, -7.504, -3.741], [4.119, -6.016, 0.436], [2.487, -4.461, 1.343], [4.154, 2.197, 4.149], [4.590, 2.971, 6.423], [2.552, 3.200, 10.313], [1.789, 1.756, 9.609], [1.166, 3.388, 9.217], [0.634, 1.819, 7.594], [0.190, 1.050, 5.328], [1.179, 3.989, 3.634], [0.353, 5.469, 1.657], [1.452, -3.349, 4.522], [0.692, -4.340, 2.497], [-5.687, 0.068, -1.432], [-7.711, -0.401, -2.726], [-9.659, -1.594, -5.506], [-9.078, -0.184, -4.591], [-9.230, -1.778, -3.790], [-5.314, -2.108, -5.843], [-3.279, -1.641, -4.536], [3.775, 2.321, 1.645], [2.680, 3.714, 1.822], [1.867, 4.008, 0.598], [1.139, 1.744, 1.159], [2.413, 1.156, 1.706], [3.202, 4.594, 2.193], [2.294, 4.519, -0.258], [2.668, 0.180, 1.300], [3.066, -1.173, 4.590], [1.790, -1.309, 3.789], [-0.056, -0.529, 2.405], [2.891, -0.668, 5.540], [3.843, -0.616, 4.063], [3.469, -2.161, 4.802]]
}

***

Entry 4:
{
  "formula": "C53H43BrIN10O15P",
  "method": "wB97M-V/def2-TZVPD",
  "charge": 0,
  "de_lowest_ev": 22.556,
  "homo_energy_ev": -8.61,
  "smiles": "C[C@@H](I)Cc1c(OC#N)cc(-c2ccccn2)c2nc(P(O)Br)c(O)nc12.O=[N+]([O-])c1ccccc1.O=[N+]([O-])c1ccccc1.O=[N+]([O-])c1ccccc1.O=[N+]([O-])c1ccccc1.O=[N+]([O-])c1ccccc1.O=[N+]([O-])c1ccccc1",
  "lumo_energy_ev": -1.79,
  "homo_lumo_gap_ev": 6.82,
  "spin_multiplicity": 1,
  "species": ["C", "C", "I", "C", "C", "C", "O", "C", "N", "C", "C", "C", "C", "C", "C", "C", "N", "C", "N", "C", "P", "O", "Br", "C", "O", "N", "C", "H", "H", "H", "H", "H", "H", "H", "H", "H", "H", "H", "H", "H", "C", "C", "C", "C", "C", "C", "N", "O", "O", "H", "H", "H", "H", "H", "C", "C", "C", "C", "C", "C", "N", "O", "O", "H", "H", "H", "H", "H", "C", "C", "C", "C", "C", "C", "N", "O", "O", "H", "H", "H", "H", "H", "C", "C", "C", "C", "C", "C", "N", "O", "O", "H", "H", "H", "H", "H", "C", "C", "C", "C", "C", "C", "N", "O", "O", "H", "H", "H", "H", "H", "C", "C", "C", "C", "C", "C", "N", "O", "O", "H", "H", "H", "H", "H"],
  "coordinates": [[0.513, 1.495, 4.935], [0.513, 0.457, 6.202], [1.737, 1.171, 7.926], [-0.955, -0.065, 6.692], [-2.209, 0.952, 6.431], [-2.164, 2.602, 6.705], [-0.946, 3.277, 7.174], [-1.163, 4.045, 8.408], [-1.176, 4.536, 9.617], [-3.496, 3.564, 6.462], [-4.888, 2.857, 5.956], [-6.271, 3.776, 5.749], [-7.286, 3.969, 7.008], [-8.723, 4.797, 6.993], [-9.020, 5.443, 5.478], [-7.889, 5.122, 4.350], [-6.605, 4.371, 4.424], [-4.998, 1.216, 5.646], [-6.358, 0.744, 5.201], [-6.266, -0.735, 4.978], [-7.903, -1.602, 4.372], [-8.440, -0.859, 2.851], [-9.529, -1.111, 5.924], [-4.977, -1.701, 5.170], [-5.128, -3.164, 4.877], [-3.663, -1.171, 5.659], [-3.662, 0.316, 5.897], [0.809, 2.583, 5.324], [-0.463, 1.494, 4.287], [1.420, 1.174, 4.231], [1.104, -0.511, 5.826], [-1.099, -1.152, 6.252], [-0.887, -0.217, 7.874], [-3.516, 4.723, 6.664], [-6.969, 3.445, 8.028], [-9.444, 4.917, 7.906], [-9.993, 6.057, 5.238], [-8.147, 5.563, 3.269], [-9.163, -1.460, 2.466], [-5.508, -3.161, 3.937], [-4.261, 7.306, 0.488], [-2.899, 7.343, 0.185], [-1.965, 6.848, 1.098], [-2.409, 6.312, 2.315], [-3.775, 6.281, 2.625], [-4.699, 6.782, 1.705], [-1.435, 5.767, 3.267], [-0.234, 5.830, 2.964], [-1.868, 5.272, 4.317], [-4.986, 7.688, -0.229], [-2.565, 7.754, -0.765], [-0.908, 6.883, 0.846], [-4.133, 5.873, 3.568], [-5.762, 6.760, 1.936], [5.105, -0.634, 0.434], [4.703, -0.805, 1.760], [3.389, -0.517, 2.135], [2.482, -0.060, 1.170], [2.885, 0.120, -0.160], [4.202, -0.169, -0.523], [1.093, 0.221, 1.553], [0.780, 0.067, 2.743], [0.312, 0.591, 0.664], [6.129, -0.866, 0.145], [5.413, -1.167, 2.500], [3.091, -0.656, 3.172], [2.192, 0.478, -0.919], [4.524, -0.036, -1.554], [0.483, -4.285, -4.259], [0.517, -3.168, -3.422], [1.705, -2.452, -3.259], [2.856, -2.861, -3.946], [2.827, -3.986, -4.781], [1.634, -4.696, -4.934], [4.100, -2.097, -3.799], [4.091, -1.119, -3.036], [5.088, -2.471, -4.448], [-0.446, -4.837, -4.388], [-0.383, -2.855, -2.899], [1.715, -1.584, -2.603], [3.714, -4.318, -5.316], [1.600, -5.569, -5.582], [9.005, -6.338, -7.902], [8.603, -6.509, -6.577], [7.289, -6.220, -6.201], [6.382, -5.763, -7.167], [6.785, -5.583, -8.497], [8.102, -5.872, -8.860], [4.993, -5.483, -6.784], [4.680, -5.636, -5.594], [4.212, -5.113, -7.672], [10.029, -6.569, -8.191], [9.313, -6.870, -5.836], [6.991, -6.359, -5.164], [6.092, -5.225, -9.255], [8.424, -5.739, -9.890], [-6.429, -4.127, -5.094], [-5.538, -3.068, -4.916], [-4.341, -3.268, -4.226], [-4.043, -4.540, -3.718], [-4.939, -5.604, -3.889], [-6.134, -5.391, -4.579], [-2.775, -4.763, -3.013], [-2.018, -3.792, -2.867], [-2.533, -5.909, -2.609], [-7.358, -3.968, -5.638], [-5.775, -2.086, -5.319], [-3.657, -2.432, -4.096], [-4.723, -6.595, -3.496], [-6.835, -6.211, -4.719], [5.871, 2.734, -4.608], [6.762, 3.794, -4.431], [7.959, 3.594, -3.740], [8.257, 2.322, -3.233], [7.361, 1.258, -3.403], [6.166, 1.471, -4.093], [9.525, 2.099, -2.528], [10.282, 3.070, -2.381], [9.767, 0.953, -2.124], [4.942, 2.894, -5.153], [6.525, 4.776, -4.834], [8.643, 4.430, -3.610], [7.577, 0.267, -3.010], [5.465, 0.651, -4.233]]
}

***

In the order shown, the computed max |F| values come out to 4.631, 4.485, 0.861, 11.686 eV/Å.
In the order shown, the computed energy values come out to -5349.0079, -4147.9294, -3176.0095, -6933.3010 Ha.